one) This record from the OMol25 dataset describes a single C3H9N3O molecule. The level of theory is ωB97M-V/def2-TZVPD.

Properties
Charge = 0
2S+1 = 1
SMILES = NCCNC(N)=O
Highest occupied orbital energy = -9.21 eV

XYZ file:
```
16
Properties=species:S:1:pos:R:3:nbo_charge:R:1
N -1.951 -0.854 -1.084 -0.85
C -1.634 0.070 0.036 -0.22
C -0.271 0.726 -0.115 -0.23
N 0.751 -0.170 -0.575 -0.65
C 1.963 -0.392 0.111 0.78
N 2.297 0.566 1.076 -0.87
O 2.473 -1.487 0.167 -0.64
H -2.346 -1.718 -0.750 0.36
H -2.670 -0.464 -1.684 0.36
H -1.700 -0.625 0.868 0.19
H -2.323 0.905 0.213 0.18
H -0.409 1.544 -0.837 0.18
H 0.017 1.190 0.825 0.21
H 0.542 -1.128 -0.823 0.42
H 3.054 0.289 1.674 0.40
H 2.208 1.547 0.897 0.38
```

two) This record from the OMol25 dataset describes a single C3H9N3O molecule. The level of theory is ωB97M-V/def2-TZVPD.

Properties
Charge = 0
2S+1 = 1
SMILES = NCCNC(N)=O
Highest occupied orbital energy = -9.40 eV

XYZ file:
```
16
Properties=species:S:1:pos:R:3:nbo_charge:R:1
N 1.667 -1.750 -1.156 -0.85
C 1.295 -0.348 -0.776 -0.23
C -0.212 -0.328 -0.482 -0.23
N -0.739 1.019 -0.311 -0.63
C -1.130 1.621 0.886 0.78
N -1.407 0.772 1.955 -0.89
O -1.259 2.822 0.898 -0.60
H 2.485 -2.033 -0.633 0.36
H 0.910 -2.404 -1.020 0.35
H 1.495 0.227 -1.674 0.19
H 1.874 -0.079 0.099 0.19
H -0.670 -0.713 -1.404 0.19
H -0.535 -0.979 0.323 0.20
H -0.434 1.692 -0.975 0.40
H -2.379 0.580 2.151 0.40
H -0.960 -0.098 2.118 0.38
```

Which is the most stable structure? one) is the most stable.

one) This record from the OMol25 dataset describes 2 unconnected molecules or ions with the total composition C3H9N3O. The level of theory is ωB97M-V/def2-TZVPD.

Properties
Charge = 0
2S+1 = 1
SMILES = C/C=[NH+]/[O-].[H]/N=C\N
Highest occupied orbital energy (alpha / beta) = -8.25 / -8.25 eV

XYZ file:
```
16
Properties=species:S:1:pos:R:3:nbo_charge:R:1
C -0.966 -1.299 -0.169 -0.68
C -0.951 -0.114 -1.072 -0.02
N 0.169 0.416 -1.441 -0.04
O 0.280 1.385 -2.233 -0.55
H -1.681 -0.917 0.587 0.22
H 0.098 -1.611 0.060 0.23
H -1.465 -2.284 -0.504 0.23
H -1.875 0.017 -1.678 0.21
H 1.091 0.236 -0.938 0.40
H 2.124 1.647 1.002 0.35
N 1.681 0.757 1.218 -0.78
C 0.470 0.625 1.534 0.29
N -0.494 1.508 1.542 -0.79
H 0.078 -0.429 1.618 0.17
H -1.200 1.276 2.124 0.38
H -0.274 2.518 1.458 0.39
```

two) This record from the OMol25 dataset describes a molecular structure, C3H9N3O. The level of theory is ωB97M-V/def2-TZVPD.

Properties
Charge = 0
2S+1 = 1
Highest occupied orbital energy = -7.75 eV

XYZ file:
```
16
Properties=species:S:1:pos:R:3:nbo_charge:R:1
C -1.116 2.101 -0.009 -0.25
C -0.077 -0.037 0.059 0.66
C -1.270 -1.979 -0.241 -0.47
H -1.536 2.252 0.990 0.20
H -1.755 1.667 -0.771 0.22
H -0.779 3.205 -0.486 0.18
H 1.261 -1.891 0.357 0.43
H 2.813 0.268 0.842 0.37
H 2.416 0.433 -0.911 0.37
H -2.383 -2.271 -0.651 0.22
H -0.310 -2.292 -0.743 0.19
H -1.440 -2.408 1.016 0.17
N 1.086 -0.697 0.149 -0.51
N 2.461 -0.151 -0.110 -0.66
N -1.353 -0.557 0.232 -0.61
O 0.142 1.295 -0.049 -0.53
```

Which is the most stable structure? one) is the most stable.

one) This record from the OMol25 dataset describes 2 unconnected molecules or ions with the total composition C2H2ClIO2. The level of theory is ωB97M-V/def2-TZVPD.

Properties
Charge = 0
2S+1 = 1
Highest occupied orbital energy (alpha / beta) = -9.05 / -9.05 eV

XYZ file:
```
8
Properties=species:S:1:pos:R:3:nbo_charge:R:1
C 0.127 -2.112 -0.707 1.04
C 0.865 1.209 0.907 -0.60
O -0.714 -2.847 -0.998 -0.48
O 0.953 -1.404 -0.297 -0.56
Cl -3.033 1.289 -0.692 -0.58
I -0.351 1.701 -0.668 0.72
H 1.200 0.165 0.854 0.24
H 0.954 1.999 1.602 0.21
```

two) This record from the OMol25 dataset describes 2 unconnected molecules or ions with the total composition C2H2ClIO2. The level of theory is ωB97M-V/def2-TZVPD.

Properties
Charge = 0
2S+1 = 1
Highest occupied orbital energy (alpha / beta) = -9.29 / -9.47 eV

XYZ file:
```
8
Properties=species:S:1:pos:R:3:nbo_charge:R:1
C 1.108 -0.042 1.016 1.03
C -1.401 0.080 -0.073 -0.65
O 0.905 1.056 1.187 -0.53
O 1.304 -1.171 1.013 -0.51
Cl 1.970 -0.091 -2.011 -0.49
I -0.714 -0.147 -1.963 0.68
H -1.158 1.057 0.422 0.24
H -2.015 -0.743 0.409 0.23
```

Which is the most stable structure? one) is the most stable.

one) This record from the OMol25 dataset describes 2 unconnected molecules or ions with the total composition C3H10NOS. The level of theory is ωB97M-V/def2-TZVPD.

Properties
Charge = -1
2S+1 = 1
Highest occupied orbital energy = -2.67 eV

XYZ file:
```
16
Properties=species:S:1:pos:R:3:nbo_charge:R:1
C 0.774 -0.645 -0.296 -0.42
C 0.362 -1.717 0.733 -0.52
S -0.694 -1.103 2.065 -0.72
C -0.406 -0.170 -1.133 -0.23
N -0.137 1.029 -1.962 -0.84
H 1.272 0.168 0.237 0.19
H 1.497 -1.091 -0.984 0.16
H -0.126 -2.540 0.203 0.17
H 1.295 -2.149 1.113 0.17
H -0.639 -0.933 -1.876 0.17
H -1.217 0.085 -0.460 0.22
H 0.694 0.899 -2.532 0.33
H 0.158 1.797 -1.352 0.34
H -1.239 2.369 2.755 0.46
H -0.676 1.539 1.643 0.50
O -0.916 2.462 1.848 -0.98
```

two) This record from the OMol25 dataset describes 2 unconnected molecules or ions with the total composition C3H10NOS. The level of theory is ωB97M-V/def2-TZVPD.

Properties
Charge = -1
2S+1 = 1
Highest occupied orbital energy = -2.60 eV

XYZ file:
```
16
Properties=species:S:1:pos:R:3:nbo_charge:R:1
C -0.073 -2.220 2.271 -0.72
S -0.707 -0.523 2.051 -0.75
H -0.729 -2.950 1.792 0.17
H 0.927 -2.366 1.850 0.17
H -0.041 -2.461 3.340 0.18
C 1.225 0.297 -1.128 -0.44
N 0.400 1.390 -1.626 -0.65
C -0.952 1.426 -1.107 0.09
O -1.043 2.051 0.135 -0.75
H 0.957 0.092 -0.101 0.25
H 2.281 0.579 -1.138 0.17
H 1.120 -0.630 -1.706 0.15
H 0.436 1.494 -2.620 0.34
H -1.550 2.021 -1.804 0.14
H -1.359 0.420 -1.030 0.15
H -0.892 1.379 0.821 0.51
```

Which is the most stable structure? one) is the most stable.

one) This record from the OMol25 dataset describes 2 unconnected molecules or ions with the total composition C3H10NOS. The level of theory is ωB97M-V/def2-TZVPD.

Properties
Charge = -1
2S+1 = 1
Highest occupied orbital energy = -3.15 eV

XYZ file:
```
16
Properties=species:S:1:pos:R:3:nbo_charge:R:1
C 1.015 -1.770 -0.412 -0.62
C 1.104 -0.354 -1.183 -0.06
C -0.138 0.439 -0.875 -0.54
S -0.366 0.976 0.838 -0.61
N 2.317 0.159 -0.709 -0.87
H 0.140 -2.108 -1.044 0.18
H 0.677 -1.503 0.540 0.23
H 1.904 -2.503 -0.445 0.20
H 0.992 -0.611 -2.148 0.16
H -0.200 1.286 -1.634 0.18
H -1.040 -0.134 -1.091 0.19
H 2.595 1.093 -0.962 0.34
H 1.939 0.468 0.202 0.38
H -2.033 0.070 1.049 0.46
H -3.204 -1.013 0.886 0.44
O -3.001 -0.208 1.379 -1.03
```

two) This record from the OMol25 dataset describes 2 unconnected molecules or ions with the total composition C3H10NOS. The level of theory is ωB97M-V/def2-TZVPD.

Properties
Charge = -1
2S+1 = 1
Highest occupied orbital energy = -2.52 eV

XYZ file:
```
16
Properties=species:S:1:pos:R:3:nbo_charge:R:1
C 0.835 0.320 0.291 -0.41
C 1.065 1.719 -0.249 -0.53
S -0.477 2.705 -0.189 -0.72
C 0.097 -0.584 -0.698 -0.23
N -0.227 -1.887 -0.138 -0.88
H 0.296 0.267 1.249 0.20
H 1.721 -0.276 0.570 0.16
H 1.420 1.636 -1.282 0.17
H 1.844 2.205 0.352 0.18
H 0.680 -0.613 -1.633 0.14
H -0.799 -0.079 -1.003 0.22
H -0.821 -2.404 -0.760 0.36
H 0.575 -2.345 0.257 0.36
H -1.948 0.530 0.897 0.50
H -1.800 -0.951 1.142 0.47
O -2.462 -0.244 1.192 -0.99
```

Which is the most stable structure? two) is the most stable.

one) This record from the OMol25 dataset describes 2 unconnected molecules or ions with the total composition C3H10NOS. The level of theory is ωB97M-V/def2-TZVPD.

Properties
Charge = -1
2S+1 = 1
Highest occupied orbital energy = -2.77 eV

XYZ file:
```
16
Properties=species:S:1:pos:R:3:nbo_charge:R:1
C -0.202 1.893 0.620 -0.62
C 0.036 1.452 -0.810 -0.06
C 0.704 0.053 -0.832 -0.53
S -0.386 -1.306 -0.331 -0.73
N -1.192 1.505 -1.583 -0.86
H 0.708 1.771 1.201 0.20
H -0.986 1.306 1.090 0.22
H -0.551 2.941 0.678 0.19
H 0.738 2.127 -1.284 0.16
H 1.066 -0.121 -1.859 0.17
H 1.605 0.132 -0.215 0.17
H -1.035 1.095 -2.496 0.34
H -1.889 0.910 -1.151 0.37
H 1.877 -2.217 2.126 0.47
H 0.422 -1.852 2.327 0.50
O 1.228 -2.053 2.827 -0.98
```

two) This record from the OMol25 dataset describes 2 unconnected molecules or ions with the total composition C3H10NOS. The level of theory is ωB97M-V/def2-TZVPD.

Properties
Charge = -1
2S+1 = 1
Highest occupied orbital energy = -2.63 eV

XYZ file:
```
16
Properties=species:S:1:pos:R:3:nbo_charge:R:1
C 0.255 0.947 0.946 -0.42
C 1.559 0.183 0.923 -0.51
S 1.408 -1.397 -0.054 -0.75
C -0.295 1.456 -0.393 -0.23
N -1.654 2.017 -0.283 -0.87
H -0.506 0.308 1.422 0.19
H 0.261 1.817 1.624 0.16
H 2.375 0.764 0.499 0.18
H 1.774 -0.025 1.982 0.18
H 0.349 2.242 -0.810 0.16
H -0.222 0.631 -1.094 0.22
H -1.707 2.933 0.120 0.35
H -2.207 1.265 0.120 0.36
H -2.097 -2.524 -1.369 0.46
H -1.226 -1.465 -0.728 0.50
O -2.137 -1.641 -0.988 -0.98
```

three) This record from the OMol25 dataset describes 2 unconnected molecules or ions with the total composition C3H10NOS. The level of theory is ωB97M-V/def2-TZVPD.

Properties
Charge = -1
2S+1 = 1
Highest occupied orbital energy = -2.26 eV

XYZ file:
```
16
Properties=species:S:1:pos:R:3:nbo_charge:R:1
C -0.957 -0.437 1.360 -0.75
S -2.238 -0.795 0.182 0.12
C -1.225 -0.567 -1.321 -0.73
H -1.174 -0.649 2.386 0.20
H -0.893 0.587 1.155 0.25
H 0.015 -0.805 1.247 0.24
H -0.282 -0.092 -1.182 0.24
H -1.199 -1.391 -1.949 0.20
H -1.912 0.245 -1.833 0.20
N 2.632 0.615 -1.231 -0.92
C 2.425 0.628 0.239 0.10
O 1.410 1.328 0.781 -0.98
H 1.689 0.283 -1.609 0.33
H 2.869 1.424 -1.839 0.34
H 2.256 -0.420 0.528 0.06
H 3.275 0.868 0.883 0.10
```

four) This record from the OMol25 dataset describes 2 unconnected molecules or ions with the total composition C3H10NOS. The level of theory is ωB97M-V/def2-TZVPD.

Properties
Charge = -1
2S+1 = 1
Highest occupied orbital energy = -2.59 eV

XYZ file:
```
16
Properties=species:S:1:pos:R:3:nbo_charge:R:1
C 2.016 1.479 -0.052 -0.66
C 1.826 0.331 1.063 -0.49
S 2.625 -1.293 0.579 -0.17
H 2.774 2.193 0.228 0.19
H 1.975 0.878 -1.106 0.24
H 1.057 1.958 -0.138 0.22
H 0.786 0.081 1.381 0.27
H 2.379 0.669 1.981 0.18
H 1.455 -1.743 0.167 0.19
N -3.068 -0.331 -0.077 -0.94
C -1.965 -0.863 -0.978 0.13
O -0.650 -0.698 -0.548 -0.98
H -3.486 0.497 -0.384 0.33
H -3.258 -0.579 0.805 0.34
H -2.279 -0.593 -2.058 0.08
H -2.188 -1.984 -0.863 0.06
```

Which is the most stable structure? one) is the most stable.